A molecular structure, C20H22N2O2Re. Source: the Open Molecules 2025 dataset; level of theory: ωB97M-V with the def2-TZVPD basis set.

XYZ file:
```
47
Properties=species:S:1:pos:R:3:lowdin_charge:R:1
C 2.75277 0.32724 -2.32912 -0.200
C 3.76577 -0.74669 -1.89365 -0.156
H 2.37356 0.10374 -3.33258 0.110
H 3.40123 1.21224 -2.44495 0.136
H 1.95440 0.88567 -1.73142 0.054
H 3.34311 -1.75044 -1.73659 0.075
H 4.45552 -0.87473 -2.73488 0.116
H 4.39884 -0.45998 -1.04862 0.086
C -1.33572 0.38438 -2.40349 -0.080
C -2.65289 0.41507 -2.86583 0.003
C -3.52424 -0.61977 -2.52325 0.009
C -3.06066 -1.64328 -1.71027 0.043
H -0.62075 1.19456 -2.56947 0.124
H -2.98502 1.26011 -3.46545 0.131
H -4.54920 -0.64233 -2.87787 0.136
H -3.69743 -2.45516 -1.36217 0.121
N -0.86566 -0.65946 -1.69278 -0.019
C -1.71570 -1.63570 -1.28868 -0.197
C -1.18073 -2.57077 -0.31820 -0.177
N 0.09947 -2.34667 0.10626 -0.031
C 0.61911 -3.11698 1.08934 -0.076
C -1.41346 -4.38818 1.25113 0.018
C -0.11245 -4.14045 1.68427 0.010
H 1.63012 -2.85596 1.40742 0.100
H 0.36204 -4.71444 2.48026 0.136
C -1.96386 -3.58859 0.26211 0.049
H -2.97759 -3.71150 -0.10047 0.121
H -2.00321 -5.19935 1.67439 0.140
Re 1.29836 -0.66441 -0.74915 1.685
C 2.64561 -0.74769 0.77428 -0.260
H 3.25708 -1.66540 0.68801 0.046
H 2.05601 -0.81050 1.71028 0.050
H 3.34439 0.10543 0.83019 0.063
O 0.83606 1.09403 -0.01865 -0.207
C -0.05349 1.22042 0.95783 -0.489
O -0.62430 0.22243 1.44219 0.050
C -0.31588 2.60705 1.45895 -0.152
C -1.49899 2.70650 2.18402 -0.022
C -1.79345 3.86168 2.89174 -0.045
C -0.89692 4.93596 2.87768 -0.037
C 0.26574 4.86040 2.09005 -0.051
C 0.56022 3.70150 1.36051 -0.015
H -2.15949 1.84012 2.21150 0.123
H -2.71582 3.89294 3.47560 0.120
H -1.11391 5.82882 3.47312 0.122
H 0.95022 5.71495 2.07631 0.118
H 1.46125 3.63320 0.74005 0.117
```

Calculated values
* charge: +2
* F_max: 3.23 eV/Å
* gap between HOMO and LUMO (spin up / spin down): 5.827 / 5.766 eV
* multiplicity: 4
* highest occupied orbital energy (spin up / spin down): -14.239 / -14.237 eV

---

C20H22N2O3 in the gas phase. Source: the Open Molecules 2025 dataset; level of theory: ωB97M-V with the def2-TZVPD basis set.

XYZ file:
```
47
Properties=species:S:1:pos:R:3:lowdin_charge:R:1
O 1.81874 -4.32697 -0.53880 0.061
C 1.52510 -3.26552 -0.03134 -0.508
C 2.40215 -2.01607 -0.14356 -0.047
C 1.69583 -0.92519 -0.96750 -0.082
N 1.65275 0.35482 -0.28511 0.060
C 2.36457 1.46017 -0.72546 -0.376
O 3.08529 1.46039 -1.68548 0.128
C 2.03673 2.61596 0.19269 -0.114
C 1.04216 2.04699 1.20790 -0.110
C 0.86968 0.59929 0.81626 -0.363
O 0.16675 -0.22215 1.35497 0.112
C -0.24852 2.87197 0.93894 -0.215
C 0.09269 4.27423 1.38104 -0.036
C 0.95683 4.77019 0.50471 -0.036
C 1.20685 3.70880 -0.53889 -0.210
C -0.17235 3.04087 -0.58259 -0.087
N 0.41361 -3.05260 0.69620 0.067
C -0.66183 -4.01020 0.78681 -0.162
C -1.72646 -3.76746 -0.29999 -0.122
C -2.10676 -2.31451 -0.37426 -0.243
C -1.80790 -1.56436 -1.50477 -0.061
C -2.11261 -0.21473 -1.56110 -0.090
C -2.71916 0.40452 -0.48276 -0.105
C -3.02490 -0.33476 0.64721 -0.083
C -2.72238 -1.68262 0.69975 -0.044
H 3.34724 -2.29850 -0.60525 0.120
H 2.60573 -1.64696 0.86304 0.124
H 0.66300 -1.21917 -1.18037 0.108
H 2.21904 -0.74966 -1.90942 0.131
H 2.95310 3.02980 0.61442 0.165
H 1.34473 2.11804 2.25323 0.166
H -1.14472 2.42360 1.35757 0.140
H -0.27577 4.72511 2.28318 0.108
H 1.45679 5.72015 0.52523 0.109
H 1.64555 4.03386 -1.47767 0.149
H -0.94252 3.70890 -0.96391 0.128
H -0.19862 2.10355 -1.13590 0.111
H 0.20934 -2.11207 1.01748 0.095
H -1.10745 -3.92849 1.78076 0.117
H -0.23307 -5.00701 0.66212 0.120
H -1.32395 -4.08870 -1.26194 0.115
H -2.60246 -4.37850 -0.07239 0.119
H -1.34106 -2.04482 -2.35448 0.116
H -1.87614 0.35254 -2.45080 0.105
H -2.95736 1.45743 -0.52613 0.100
H -3.50129 0.14158 1.49161 0.105
H -2.96699 -2.25169 1.58473 0.116
```

Calculated values
* charge: 0
* F_max: 0.70 eV/Å
* gap between HOMO and LUMO: 9.910 eV
* ΔE to the lowest compared entry with this formula, charge and spin: 9.2 kcal per mole
* SMILES: O=C(CCN1C(=O)[C@@H]2[C@H](C1=O)[C@H]1C=C[C@@H]2C1)NCCc1ccccc1
* highest occupied orbital energy: -9.229 eV

---

C20H22N2O5S in the gas phase. Source: the Open Molecules 2025 dataset; level of theory: ωB97M-V with the def2-TZVPD basis set.

XYZ file:
```
50
Properties=species:S:1:pos:R:3:lowdin_charge:R:1
C 3.65077 3.48046 0.69656 -0.110
C 2.82737 2.68289 -0.03600 -0.313
C 3.90611 1.50406 -0.73741 -0.034
N 3.06642 0.32129 -1.45090 0.084
C 3.57119 -0.99851 -0.93360 -0.512
O 4.52146 -1.07193 -0.35231 0.151
C 2.71741 -2.13074 -1.45606 -0.010
C 1.18066 -1.93293 -0.96131 -0.111
S 0.01094 -1.01227 -2.15071 0.886
O 0.46719 0.50968 -2.09314 -0.398
O 0.07146 -1.84516 -3.48849 -0.375
C -1.44797 -1.11031 -1.31977 -0.298
C -2.46699 -2.05235 -1.77834 -0.073
C -3.72583 -2.14754 -1.41174 0.070
C -4.01382 -1.11068 -0.33768 -0.102
C -3.11391 -0.31404 0.14629 -0.342
C -1.82611 -0.06296 -0.31089 0.164
O -3.67209 0.30382 1.03191 0.201
C -4.97392 0.11942 1.26431 -0.319
O -5.62289 0.20772 2.33481 0.078
N -5.11800 -1.07801 0.46369 -0.016
C -6.24050 -1.89810 0.37016 -0.035
C 2.06967 1.76089 0.99899 -0.161
C 2.59631 0.65855 1.88252 -0.012
C 1.64411 0.14129 2.49993 -0.208
C 0.36956 0.53968 2.66398 -0.158
C -0.18124 1.55733 2.02065 -0.072
C 0.76331 2.01982 0.91757 -0.065
H 4.15712 4.07974 -0.04495 0.099
H 2.85002 4.19082 1.04734 0.129
H 4.26014 3.14439 1.41691 0.064
H 2.20810 2.98680 -0.66567 0.047
H 4.27285 2.09107 -1.78983 0.149
H 4.79433 1.11752 -0.20041 0.094
H 2.17502 0.55450 -1.68058 -0.018
H 2.83412 -2.91383 -1.11093 -0.012
H 2.43421 -1.93021 -2.43972 0.096
H 1.22725 -1.37473 0.06497 0.145
H 0.64422 -2.70331 -1.01927 -0.008
H -2.04835 -2.62886 -2.76127 0.163
H -4.37607 -2.77135 -1.51555 0.013
H -1.08772 0.61931 -0.03258 0.064
H -6.87947 -1.75083 -0.40067 0.044
H -6.02464 -3.02637 0.71069 0.157
H -6.94560 -1.32453 1.21713 0.162
H 3.59502 0.29060 1.69041 0.119
H 2.01154 -0.65230 3.11977 0.120
H -0.32172 -0.10310 3.41454 0.159
H -1.21108 2.06276 2.18603 0.141
H 0.40005 3.00055 0.32062 0.164
```

Calculated values
* charge: 0
* F_max: 15.68 eV/Å
* gap between HOMO and LUMO: 7.665 eV
* ΔE to the lowest compared entry with this formula, charge and spin: 373.2 kcal per mole
* SMILES: C[C@@H](CNC(=O)CCS(=O)(=O)c1ccc2c(c1)oc(=O)n2C)c1ccccc1
* highest occupied orbital energy: -8.576 eV